Formula: C12H33AuClIN2P2S
Source: the Open Molecules 2025 dataset
Level of theory: the ωB97M-V functional and the def2-TZVPD basis

HOMO energy (alpha / beta), eV: -14.52 / -14.54
Frontier orbital gap (alpha / beta), eV: 8.64 / 5.16
2S+1: 3
DFT total energy, eV: -69672.117
Max |F|, eV/Å: 2.719
Total charge: +2
Energy above the lowest of the compared OMol25 structures with the same formula, charge and spin, kcal per mole: 0.0

Geometry (Å):
C (-1.69794, -0.00671, -5.64846)
I (-1.62672, 0.12737, -3.48125)
H (-0.67298, 0.06938, -6.01216)
H (-2.30453, 0.80997, -6.04274)
H (-2.13136, -0.96829, -5.92694)
Au (-0.11768, -0.02358, -0.52656)
P (0.13651, 2.35797, -0.22465)
C (-1.43656, 3.26372, -0.10825)
C (1.17459, 3.06902, 1.09898)
H (1.28200, 4.15073, 0.92178)
H (1.03101, 3.97627, -1.74971)
H (2.16194, 2.59483, 1.07094)
H (1.88601, 2.37777, -1.83640)
H (-1.90557, 3.05116, 0.86440)
H (0.72023, 2.89905, 2.08334)
C (0.91359, 2.88490, -1.77473)
H (-1.22842, 4.34076, -0.20002)
H (0.26352, 2.55986, -2.59888)
H (-2.08605, 2.92428, -0.92649)
P (0.14735, -2.34306, 0.12728)
C (-1.41610, -3.24752, 0.37774)
C (0.93463, -3.10716, -1.32320)
H (2.17567, -2.40433, 1.44659)
H (1.30293, -3.97024, 1.52053)
H (0.74218, -2.57857, 2.49358)
C (1.19090, -2.87508, 1.53713)
H (1.90492, -2.61023, -1.46405)
H (1.05824, -4.18427, -1.14261)
H (-1.20355, -4.32669, 0.44108)
H (-2.06957, -3.03912, -0.48092)
H (0.28390, -2.92109, -2.18821)
H (-1.89322, -2.90322, 1.30780)
Cl (2.59081, -0.01524, -0.30523)
C (2.42889, 0.20540, 3.48758)
N (1.23879, 0.08877, 4.36817)
C (1.46494, 0.07903, 5.80657)
C (-0.00458, 0.02575, 3.79906)
S (-0.08867, 0.06692, 2.11535)
N (-1.26188, -0.01517, 4.36893)
C (-1.61513, -0.14612, 5.77518)
C (-2.40983, 0.05726, 3.44261)
H (3.30817, 0.26730, 4.15438)
H (2.43285, 1.10492, 2.86213)
H (2.58487, -0.65112, 2.82267)
H (0.91569, 0.93247, 6.24840)
H (1.12596, -0.89589, 6.20900)
H (2.54853, 0.19951, 5.95045)
H (-2.18485, 0.76824, 6.02970)
H (-2.28852, -1.02234, 5.85149)
H (-0.71022, -0.25827, 6.37590)
H (-2.46836, 0.98698, 2.85952)
H (-2.50971, -0.78440, 2.73975)
H (-3.31972, 0.03384, 4.06494)